51
Properties=species:S:1:pos:R:3:forces:R:3:nbo_charge:R:1 method="wB97M-V/def2-TZVPD" spin_multiplicity=1 charge=-2 homo_lumo_gap_ev=3.108 energy_ha=-13664.410508 de_lowest_kcal_mol=22.0
Rb -0.47585 1.81774 -0.53005 -0.229 0.261 -0.064 0.8712
Se -4.02962 2.29656 -0.38838 -0.014 -0.250 0.010 -0.7778
Se -1.04175 7.07699 0.25972 0.000 0.083 0.180 -0.7439
Se -3.65783 4.36133 0.62193 -0.118 0.358 -0.093 -0.1845
Se -1.82658 5.13556 -0.72966 -0.014 -0.111 -0.150 -0.1714
Se 0.26839 -2.27141 7.18312 0.023 -0.118 0.241 0.8229
S 0.79130 -1.52814 -4.74388 0.052 0.007 -0.017 0.2908
N -1.09788 1.38752 2.38004 0.125 0.016 -0.059 -0.4359
N 0.55730 -0.46329 1.27092 -0.042 0.111 -0.078 -0.4020
N 0.95540 -2.59978 5.56735 0.088 -0.116 0.003 -0.6160
N -0.25256 -0.23183 -2.76790 -0.059 -0.098 -0.002 -0.4903
N -0.62833 -0.82828 6.63346 -0.057 0.044 0.099 -0.6149
C -0.61856 0.44011 3.18460 0.170 -0.125 -0.237 0.2580
C -3.40054 -2.09216 -3.30127 0.042 -0.017 -0.033 -0.2244
C -0.38133 -0.68452 5.36554 -0.026 0.166 -0.353 0.1593
C -0.84858 -1.89148 -4.32760 -0.003 -0.055 -0.063 -0.2604
C 2.09849 0.43636 -3.16474 -0.110 -0.086 -0.049 -0.2298
C 0.84301 -1.59948 3.34510 0.011 -0.131 0.323 -0.0674
C -1.77973 1.37448 5.06125 -0.029 -0.008 0.056 -0.1351
C 0.50644 -1.67792 4.77055 -0.061 0.199 -0.310 0.1242
C 3.34181 2.00131 -1.92962 -0.011 -0.022 -0.067 -0.2806
C -2.52289 -1.18994 -2.72980 -0.056 0.008 0.024 -0.2199
C 1.97064 -2.38342 1.39115 0.002 -0.003 -0.010 -0.2643
C 1.69752 -2.51579 2.73300 0.004 -0.032 0.058 -0.1484
C -1.90349 2.31694 2.87413 0.040 -0.132 -0.013 0.0824
C 3.21053 0.17977 -3.98547 -0.055 -0.013 0.001 -0.2069
C -1.73219 -2.79842 -4.90550 -0.013 0.009 0.019 -0.2177
C 2.09074 1.36493 -2.10093 0.253 -0.166 0.040 -0.3174
C 0.85327 -0.32469 -3.42818 0.076 -0.008 0.016 0.1690
C -3.01011 -2.89399 -4.38033 0.025 0.035 0.021 -0.2375
C 1.37029 -1.33236 0.69600 -0.018 0.039 -0.013 0.0736
C -2.26882 2.34793 4.22421 0.033 -0.054 0.007 -0.2464
C -0.93665 0.39047 4.53889 0.069 -0.234 0.313 -0.1608
C 4.45947 1.77033 -2.72083 -0.024 -0.014 -0.015 -0.2246
C -1.22983 -1.09069 -3.24437 0.079 0.126 0.066 0.1880
C 0.29273 -0.57736 2.57365 -0.225 0.263 0.030 0.1659
C 4.39821 0.85020 -3.76866 -0.025 0.018 0.037 -0.2815
H 3.44829 2.73330 -1.12950 0.011 0.012 -0.015 0.1795
H -2.02933 1.34472 6.11463 -0.005 0.012 -0.010 0.2190
H 5.38684 2.30627 -2.53344 -0.006 0.000 0.005 0.1835
H -2.92594 3.12907 4.58039 -0.002 0.006 -0.008 0.2242
H 5.26011 0.66680 -4.40014 0.002 -0.012 -0.001 0.1864
H -1.43041 -3.40989 -5.74780 -0.005 0.010 0.024 0.2023
H -2.28954 3.06323 2.17722 0.055 -0.062 0.080 0.2567
H 3.15334 -0.54252 -4.79708 0.023 0.020 0.003 0.1839
H 1.55599 -1.17529 -0.36337 0.007 0.028 0.023 0.2254
H 2.63263 -3.06745 0.87785 -0.005 0.002 0.000 0.2166
H -3.71722 -3.59055 -4.81505 0.011 0.007 0.002 0.1981
H -4.40776 -2.17024 -2.91280 -0.005 0.002 -0.001 0.2104
H 2.12812 -3.30970 3.33019 0.005 0.000 -0.018 0.2215
H -2.82755 -0.55133 -1.90851 0.012 0.023 -0.003 0.2471